Below is a structure of composition C37H38Cl2MnO2P2 at a distorted geometry, with properties calculated with ωB97M-V/def2-TZVPD.

Last column: Mulliken spin population.
Positions of all 82 atoms, in Å:
Mn1 -1.2878 2.0629 -1.1243  4.390
C1 -2.2615 5.1868 -1.8219  0.677
C2 -1.5401 5.3895 -0.5857  0.010
C3 -2.2555 6.0314 0.6239  0.008
C4 -3.7045 5.5736 0.8317  0.003
C5 -4.0835 4.1631 0.4876  -0.001
C6 -4.5274 3.7034 -0.6894  0.039
C7 -4.7611 4.5695 -1.8748  0.012
C8 -3.6361 5.6302 -2.0714  0.031
C9 -1.2098 -1.0482 0.6273  0.011
H1 -1.5872 5.3899 -2.6776  -0.017
H2 -0.8291 6.1401 -0.9756  0.007
H3 -2.2561 7.1067 0.3720  -0.003
H4 -1.6863 5.8743 1.5597  0.002
H5 -3.9251 5.7034 1.9003  0.001
H6 -4.3409 6.2910 0.3116  -0.002
H7 -4.1879 3.5574 1.3958  -0.007
H8 -4.9869 2.7190 -0.7725  0.021
H9 -5.7220 5.1148 -1.8270  -0.012
H10 -4.8100 3.9509 -2.7788  -0.003
H11 -3.6353 5.8997 -3.1421  0.002
H12 -3.8505 6.5604 -1.5140  0.028
H13 -0.6525 -0.7743 -0.2824  0.008
H14 -1.5123 -2.1029 0.5779  -0.001
H15 -0.5314 -0.9231 1.4776  0.001
P1 -0.4385 3.9811 -0.0779  -0.201
P2 -2.6473 -0.0410 0.9204  -0.018
C10 -1.3199 2.7249 1.0201  0.105
C11 -2.3633 1.7479 1.0082  -0.003
C12 1.1157 4.2678 0.8098  0.015
C13 1.0962 4.9627 2.0352  0.001
C14 2.3061 5.2340 2.6816  0.002
C15 3.5044 4.7064 2.1932  0.002
C16 3.4897 3.8661 1.0791  -0.003
C17 2.3060 3.6411 0.3844  -0.009
C18 -0.0090 3.6517 -1.9170  -0.244
C19 -0.9786 3.1539 -2.9090  0.082
C20 -0.5798 2.9319 -4.2573  -0.052
C21 0.5271 3.6556 -4.7236  0.038
C22 1.3272 4.3746 -3.8165  -0.116
C23 1.1362 4.2771 -2.4244  0.126
C24 -3.3523 -0.6021 2.4713  0.001
C25 -2.5550 -0.3946 3.6123  0.002
C26 -2.9794 -0.8929 4.8446  0.001
C27 -4.1755 -1.5997 4.9548  0.000
C28 -4.9651 -1.7797 3.8223  0.000
C29 -4.5580 -1.3093 2.5695  0.000
C30 -3.8362 -0.3344 -0.4056  -0.010
C31 -3.5702 -1.1592 -1.5179  -0.024
C32 -4.4441 -1.1626 -2.6084  -0.003
C33 -5.5320 -0.2955 -2.6642  0.005
C34 -5.8059 0.5163 -1.5595  -0.002
C35 -5.0098 0.4320 -0.4132  0.012
H16 -0.9550 2.9046 2.0472  0.055
H17 -3.2860 2.0974 1.5192  0.032
H18 0.1427 5.2986 2.4564  0.001
H19 2.3030 5.8640 3.5705  0.000
H20 4.4469 4.9320 2.6855  0.000
H21 4.3897 3.3660 0.7319  0.000
H22 2.3038 2.9884 -0.4992  -0.003
H23 -2.0888 3.2037 -2.7486  -0.031
H24 -1.2338 2.3397 -4.9404  0.000
H25 0.7266 3.7156 -5.8041  0.003
H26 2.1306 5.0111 -4.1866  -0.007
H27 1.8275 4.7835 -1.7389  0.001
H28 -1.6097 0.1479 3.5133  0.003
H29 -2.3610 -0.7239 5.7181  0.000
H30 -4.4911 -2.0064 5.9148  0.000
H31 -5.9117 -2.3058 3.8910  0.000
H32 -5.1574 -1.4696 1.6675  0.001
H33 -2.6732 -1.7765 -1.5167  0.000
H34 -4.2570 -1.8381 -3.4435  0.000
H35 -6.1922 -0.2785 -3.5271  0.000
H36 -6.6244 1.2293 -1.6064  0.000
H37 -5.2781 1.0451 0.4554  -0.003
Cl1 1.4511 0.7470 2.3336  0.001
C36 2.2765 -0.2173 1.0777  0.002
Cl2 1.8508 -1.9487 1.0170  0.000
C37 1.9668 0.5321 -0.3019  0.015
O1 3.0169 0.7846 -0.9086  0.003
O2 0.7637 0.7900 -0.6406  0.013
H38 3.3635 -0.1528 1.2057  0.000

Properties
- HOMO-LUMO gap (spin up / spin down) (Ha) = 0.241 / 0.204
- F_max (eV/A) = 2.92
- HOMO (spin up / spin down) (eV) = -6.2 / -5.6
- relative energy (zero: lowest compared OMol25 entry of this formula, charge and spin) (kJ/mol) = 0.0
- spin multiplicity = 6

Below is the ion C5H11N4 with charge +1 at a distorted geometry, with properties calculated with ωB97M-V/def2-TZVPD.

Last column: Löwdin charge in e.
Positions of all 20 atoms, in Å:
C1 0.9216 -1.1678 -0.2796  -0.111
C2 2.9504 0.8730 -0.0217  -0.075
C3 2.3419 -1.4168 -0.6054  -0.151
C4 -2.4346 0.8459 -0.8154  -0.065
C5 -1.8083 0.0710 0.3649  -0.239
N1 0.5902 0.0310 0.0613  -0.010
N2 3.1983 -0.4088 -0.0934  0.085
N3 -0.4803 0.6461 0.5992  -0.060
N4 3.0230 2.0837 -0.1939  0.288
H1 0.1458 -1.9068 -0.4317  0.122
H2 2.6142 -2.3134 -0.1848  0.108
H3 2.3415 -1.5060 -1.7223  0.158
H4 -2.2297 1.9680 -0.7031  0.100
H5 -2.1610 0.2951 -1.7592  0.095
H6 -3.4877 0.6933 -0.7360  0.055
H7 -2.3341 0.0927 1.3113  0.118
H8 -1.6764 -0.9232 0.2268  0.059
H9 4.0873 -0.7126 0.3389  0.201
H10 2.7017 3.0485 0.0643  0.158
H11 -0.6604 1.7075 0.5281  0.163

Properties
- HOMO-LUMO gap (Ha) = 0.319
- SMILES string = CCN/N=C/CNC#[NH+]
- F_max (eV/A) = 4.40
- HOMO (eV) = -12.3
- relative energy (zero: lowest compared OMol25 entry of this formula, charge and spin) (kJ/mol) = 435.0
- net charge = +1

Below is a structure of composition C4H10N2O at a distorted geometry, with properties calculated with ωB97M-V/def2-TZVPD.

Last column: Löwdin charge in e.
Positions of all 17 atoms, in Å:
C1 1.4178 0.2838 0.8646  -0.110
C2 1.1055 0.6108 -0.4698  -0.275
C3 1.4614 1.4609 -1.4153  -0.003
H1 -0.0246 0.0691 -0.7423  0.088
H2 2.1357 -0.5193 1.0144  0.073
H3 1.5161 1.1059 1.5693  0.074
H4 0.2336 -0.4805 1.1752  0.097
H5 2.3315 2.0975 -1.2930  0.056
H6 0.9749 1.4886 -2.3832  0.050
N1 -2.2387 0.4252 -0.0879  0.057
C4 -1.3016 -0.5992 -0.2718  -0.333
O1 -0.2816 -2.4574 0.5175  -0.070
N2 -0.8342 -1.1760 0.8561  -0.096
H7 -0.3781 -2.9597 1.3359  0.092
H8 -2.6880 0.5423 0.8096  0.083
H9 -1.9463 1.3568 -0.3549  0.081
H10 -1.4833 -1.2487 -1.1244  0.138

Properties
- HOMO-LUMO gap (Ha) = 0.336
- F_max (eV/A) = 2.28
- HOMO (eV) = -8.5
- relative energy (zero: lowest compared OMol25 entry of this formula, charge and spin) (kJ/mol) = 634.8

Below is the molecule C11H22N4O4 at a distorted geometry, with properties calculated with ωB97M-V/def2-TZVPD.

Last column: Löwdin charge in e.
Positions of all 41 atoms, in Å:
C1 -1.1352 -0.7020 -0.2727  -0.328
C2 0.3636 -0.7190 -0.2172  -0.466
C3 -1.7200 -0.3241 1.1087  -0.156
C4 -3.2638 -0.3835 1.1305  -0.223
C5 -4.0222 0.4916 0.1027  -0.229
C6 -5.5141 0.3883 0.3752  -0.352
C7 2.2619 0.8225 -0.0817  -0.199
C8 2.3465 2.3114 0.0147  -0.492
C9 3.1948 0.3493 -1.2281  -0.112
C10 4.0962 -0.8629 -0.8696  -0.098
C11 5.1326 -0.4965 0.2455  -0.432
H1 -1.3081 -2.7607 -0.2835  0.091
H2 -1.4787 -1.9848 -1.6802  0.055
H3 -1.3522 0.0937 -1.0122  0.147
H4 -1.2475 -0.9242 1.9428  0.137
H5 -1.4440 0.7612 1.2405  0.122
H6 -3.6276 -1.3889 0.8694  0.099
H7 -3.4745 -0.0918 2.2143  0.131
H8 -3.7543 0.2516 -0.8949  0.090
H9 -3.7446 1.5339 0.2797  0.111
H10 -5.6816 0.6762 1.4574  0.122
H11 -5.8688 -0.6951 0.3923  0.129
H12 -6.3752 0.6688 -1.4892  0.104
H13 -5.9447 2.0854 -0.5986  0.067
H14 0.2215 1.2826 -0.5112  0.143
H15 2.4911 0.2801 0.8563  0.176
H16 2.6399 0.0772 -2.1798  0.146
H17 3.8726 1.2313 -1.4093  0.129
H18 3.4245 -1.6576 -0.4567  0.108
H19 4.6863 -1.2476 -1.7508  0.137
H20 5.6658 -2.4823 0.5774  0.086
H21 6.3065 -1.4596 1.6893  0.130
H22 4.2029 1.9329 0.5249  0.057
N1 -1.7710 -1.9630 -0.7378  0.072
N2 -6.3546 1.1427 -0.5213  -0.040
N3 0.8398 0.5168 -0.2525  0.104
N4 5.7751 -1.5423 0.8174  0.173
O1 1.1076 -1.7091 -0.0922  0.038
O2 1.4706 3.1049 -0.2087  0.128
O3 5.3850 0.7067 0.5823  -0.004
O4 3.5980 2.6859 0.3270  0.099

Properties
- HOMO-LUMO gap (Ha) = 0.355
- SMILES string = NCCCC[C@H](N)C(=O)N[C@@H](CCC(N)=O)C(=O)O
- F_max (eV/A) = 3.28
- HOMO (eV) = -9.1
- relative energy (zero: lowest compared OMol25 entry of this formula, charge and spin) (kJ/mol) = 103.7

Below is a structure of composition C20H25N5O2S4Se2Ti at a distorted geometry, with properties calculated with ωB97M-V/def2-TZVPD.

Last column: Mulliken spin population.
Positions of all 59 atoms, in Å:
Ti1 0.9369 -0.2217 0.3891  1.843
O1 2.0954 -2.1060 0.6924  0.004
C1 2.8310 -2.2038 1.9312  -0.023
C2 2.1312 -1.5097 3.1100  0.022
C3 2.4881 -2.2567 4.3914  -0.003
O2 3.9099 -2.2491 4.6936  0.000
C4 0.5968 -1.5951 2.9206  -0.031
Se1 -0.1000 -3.4428 2.5860  0.002
C5 2.5843 -0.0290 3.2410  0.021
Se2 2.9381 0.8882 1.5167  -0.021
H1 1.3751 -2.7758 0.7875  0.005
H2 3.7847 -1.7285 1.7414  0.002
H3 2.9774 -3.2637 2.1508  0.000
H4 2.1177 -3.2766 4.3172  0.001
H5 1.9949 -1.7739 5.2375  0.001
H6 4.3703 -2.5918 3.9238  0.000
H7 0.2581 -0.9465 2.0972  0.021
H8 0.0907 -1.2151 3.8006  -0.001
H9 3.5029 0.0177 3.8174  0.000
H10 1.8173 0.5376 3.7709  0.003
S1 -2.4231 4.4921 -3.2654  0.000
C6 -1.7306 3.9652 -1.8262  -0.001
S2 -1.9396 2.3905 -1.2024  0.007
C7 -0.8950 2.6858 0.1832  0.019
N1 -0.4235 3.8973 0.1580  0.009
N2 -0.9034 4.6018 -0.9677  0.001
C8 -0.4338 5.9566 -1.0429  -0.001
C9 -1.1968 6.9778 -1.5864  0.000
C10 -0.7006 8.2780 -1.5932  0.000
C11 0.5453 8.5677 -1.0606  0.000
C12 1.2984 7.5396 -0.5092  0.000
C13 0.8145 6.2392 -0.4959  0.001
S3 -0.6524 1.4927 1.4044  -0.013
H11 -2.1660 6.7584 -2.0030  0.000
H12 -1.3080 9.0698 -2.0158  0.000
H13 0.9246 9.5813 -1.0724  0.000
H14 2.2743 7.7455 -0.0835  0.000
H15 1.3852 5.4306 -0.0574  0.000
N3 -0.5987 -1.2815 -0.3305  -0.056
C14 -0.9858 -2.3243 -0.6584  0.122
N4 -1.3774 -3.4539 -1.2022  -0.003
C15 -2.2507 -4.4073 -0.5125  0.010
C16 -3.5932 -4.4988 -1.2657  0.000
C17 -3.4362 -4.0524 -2.7278  0.001
C18 -2.0952 -4.5321 -3.2867  0.001
C19 -0.9252 -3.8499 -2.5466  0.009
H16 -2.3510 -4.0952 0.5203  -0.007
H17 -1.7432 -5.3743 -0.5008  0.001
H18 -4.3455 -3.8812 -0.7704  0.000
H19 -3.9478 -5.5333 -1.2309  0.000
H20 -3.4669 -2.9623 -2.7831  0.000
H21 -4.2673 -4.4284 -3.3291  0.000
H22 -2.0162 -4.3120 -4.3533  -0.001
H23 -2.0330 -5.6205 -3.1777  0.000
H24 -0.5705 -2.9607 -3.0559  -0.004
H25 -0.0693 -4.5189 -2.4529  0.000
S4 1.4719 0.8515 -1.8309  0.010
C20 1.6589 -0.7800 -2.1517  -0.022
N5 1.7724 -1.9122 -2.4330  0.068

Properties
- HOMO-LUMO gap (spin up / spin down) (Ha) = 0.177 / 0.211
- F_max (eV/A) = 1.88
- HOMO (spin up / spin down) (eV) = -0.6 / -1.6
- spin multiplicity = 3
- net charge = -2

Below is the molecule C11H16N2O at a distorted geometry, with properties calculated with ωB97M-V/def2-TZVPD.

Last column: Löwdin charge in e.
Positions of all 30 atoms, in Å:
C1 -5.0939 -0.8408 0.1092  -0.055
C2 -2.8137 0.2738 0.1067  -0.205
C3 -2.1789 1.5630 -0.0506  -0.008
C4 -0.8787 1.6354 -0.6407  0.002
C5 0.0131 0.4834 -0.5106  -0.230
C6 -0.6625 -0.7543 -0.0584  -0.018
C7 -2.0227 -0.9109 0.1733  -0.047
C8 2.0147 1.4388 0.0684  -0.197
C9 2.9177 0.7722 1.1681  -0.165
C10 2.7180 -1.3073 0.0255  -0.265
C11 2.0340 -0.6947 -1.1585  -0.189
H1 -6.1533 -0.4439 0.6038  0.130
H2 -4.6322 -1.7828 0.7849  0.112
H3 -4.9482 -1.1378 -0.9771  0.079
H4 -2.8777 2.3446 -0.1647  0.088
H5 -0.2002 2.5032 -0.9087  0.120
H6 -0.1525 -1.7631 -0.1302  0.110
H7 -2.2545 -1.8484 0.4561  0.058
H8 1.4371 2.3132 0.4895  0.130
H9 2.7427 2.0401 -0.4645  0.099
H10 3.9921 1.3371 1.3957  0.152
H11 2.2776 0.5077 2.2352  0.158
H12 4.5116 -0.2779 0.3317  0.050
H13 3.4267 -2.0680 -0.5703  0.152
H14 2.1338 -1.8989 0.8326  0.144
H15 1.2649 -1.4027 -1.3560  0.087
H16 2.6459 -0.5931 -2.0762  0.135
N1 1.3555 0.5161 -0.8155  -0.116
N2 3.6466 -0.4691 0.6665  -0.104
O1 -4.2630 0.4650 0.4349  -0.207

Properties
- HOMO-LUMO gap (Ha) = 0.304
- SMILES string = COc1ccc(N2CCNCC2)cc1
- F_max (eV/A) = 6.00
- HOMO (eV) = -7.4
- relative energy (zero: lowest compared OMol25 entry of this formula, charge and spin) (kJ/mol) = 542.1